# 1
# H8O3S2

5 unconnected molecules or ions with the total composition H8O3S2 at a distorted geometry (ωB97M-V/def2-TZVPD, the Open Molecules 2025 dataset).

Last column: natural (NBO) charge in e.
Cartesian coordinates (Å):
1 O 0.29 1.03 1.55  -0.9493
2 S -0.22 -1.96 0.24  -0.1490
3 H 1.01 -0.05 -2.18  0.4590
4 O -2.21 0.02 1.71  -0.9074
5 H -0.33 -3.27 0.58  0.1323
6 H 1.26 3.27 -1.83  0.1383
7 H -1.80 -0.82 1.59  0.4479
8 H -1.50 0.62 1.88  0.4918
9 H 0.52 1.30 0.58  0.4594
10 O 1.04 -0.89 -2.56  -0.9331
11 H 0.43 0.09 1.55  0.4698
12 H 0.50 -1.44 -1.91  0.4634
13 S 1.02 2.11 -1.20  -0.1230

DFT total energy ... -1026.6478 Eh
Energy relative to the best compared isomer or geometry (same formula, charge and spin) ... 149.5 kcal per mole
Orbital gap ... 3.120 eV
HOMO ... -0.3474 hartree
Max |F| ... 3.05 eV/Å

=====

# 2
# H8O4

4 unconnected molecules or ions with the total composition H8O4 at a distorted geometry (ωB97M-V/def2-TZVPD, the Open Molecules 2025 dataset).

Last column: natural (NBO) charge in e.
Cartesian coordinates (Å):
1 H 16.10 -12.33 -22.71  0.4812
2 H 18.06 -9.25 -23.83  0.4760
3 H 16.25 -10.84 -22.37  0.4678
4 O 16.08 -11.46 -23.10  -0.9449
5 O 17.47 -9.29 -24.58  -0.9651
6 H 16.87 -6.22 -24.56  0.4631
7 O 16.13 -6.81 -24.74  -0.9759
8 H 17.12 -10.13 -24.35  0.4812
9 H 16.40 -7.71 -24.82  0.4997
10 H 19.08 -8.30 -22.11  0.4716
11 H 18.43 -9.51 -21.67  0.4634
12 O 19.16 -9.22 -22.22  -0.9182

SMILES ... O.O.O.O
DFT total energy ... -305.7426 Eh
Energy relative to the best compared isomer or geometry (same formula, charge and spin) ... 22.9 kcal per mole
Orbital gap ... 10.665 eV
HOMO ... -0.3911 hartree
Max |F| ... 2.57 eV/Å

=====

# 3
# H8O4

4 unconnected molecules or ions with the total composition H8O4 (ωB97M-V/def2-TZVPD, the Open Molecules 2025 dataset).

Last column: natural (NBO) charge in e.
Cartesian coordinates (Å):
1 H -4.28 -2.80 20.29  0.4585
2 O -4.78 1.11 19.01  -0.9436
3 O -3.40 -3.18 20.23  -0.9265
4 H -5.16 -1.54 19.05  0.4740
5 H -5.10 -4.93 17.17  0.4623
6 H -5.44 -3.45 17.14  0.4905
7 H -5.52 1.64 18.69  0.4711
8 O -5.61 -1.82 18.26  -0.9471
9 H -6.20 -1.09 18.05  0.4793
10 H -3.01 -2.99 21.09  0.4686
11 O -5.73 -4.31 16.81  -0.9602
12 H -4.52 1.55 19.83  0.4731

SMILES ... O.O.O.O
DFT total energy ... -305.7416 Eh
Energy relative to the best compared isomer or geometry (same formula, charge and spin) ... 23.6 kcal per mole
Orbital gap ... 10.765 eV
HOMO ... -0.3869 hartree
Max |F| ... 0.40 eV/Å

=====

# 4
# H8O4

4 unconnected molecules or ions with the total composition H8O4 at a distorted geometry (ωB97M-V/def2-TZVPD, the Open Molecules 2025 dataset).

Last column: natural (NBO) charge in e.
Cartesian coordinates (Å):
1 O 1.01 1.42 2.01  -0.9549
2 H 0.28 -0.46 -0.39  0.4939
3 H 0.57 1.16 2.83  0.4652
4 H -0.07 0.44 -1.44  0.4765
5 H 2.47 -1.64 -1.32  0.4849
6 H 1.27 -2.47 -0.94  0.4750
7 O -2.76 0.49 0.03  -0.9615
8 H 0.54 1.03 1.28  0.4835
9 O -0.07 0.39 -0.50  -0.9546
10 H -3.14 0.74 -0.80  0.4567
11 H -1.83 0.55 -0.08  0.4834
12 O 1.73 -1.65 -0.67  -0.9481

SMILES ... O.O.O.O
DFT total energy ... -305.7444 Eh
Energy relative to the best compared isomer or geometry (same formula, charge and spin) ... 21.9 kcal per mole
Orbital gap ... 11.011 eV
HOMO ... -0.3982 hartree
Max |F| ... 2.84 eV/Å

=====

# 5
# H8O4

4 unconnected molecules or ions with the total composition H8O4 at a distorted geometry (ωB97M-V/def2-TZVPD, the Open Molecules 2025 dataset).

Last column: natural (NBO) charge in e.
Cartesian coordinates (Å):
1 H -0.59 -1.27 0.59  0.5017
2 H 1.15 -0.66 -0.26  0.4957
3 H 0.66 -0.16 -1.59  0.4773
4 H 0.70 1.20 0.03  0.5109
5 H -1.40 0.64 -0.30  0.5153
6 H 0.21 2.48 0.83  0.4881
7 O 1.45 -0.12 -1.04  -0.9801
8 O -0.02 1.54 0.65  -1.0169
9 O 0.25 -1.33 1.10  -0.9645
10 H -2.43 -0.37 -1.04  0.4905
11 O -1.51 -0.26 -0.68  -1.0037
12 H 0.27 -0.46 1.55  0.4857

SMILES ... O.O.O.O
DFT total energy ... -305.7661 Eh
Energy relative to the best compared isomer or geometry (same formula, charge and spin) ... 8.2 kcal per mole
Orbital gap ... 11.657 eV
HOMO ... -0.4111 hartree
Max |F| ... 1.86 eV/Å

=====

# 6
# H8O4

4 unconnected molecules or ions with the total composition H8O4 at a distorted geometry (ωB97M-V/def2-TZVPD, the Open Molecules 2025 dataset).

Last column: natural (NBO) charge in e.
Cartesian coordinates (Å):
1 H 5.41 -0.57 0.69  0.4676
2 H -3.14 -1.77 0.55  0.4751
3 H -1.40 0.62 0.52  0.4551
4 H -0.78 2.10 -1.16  0.4789
5 H -4.15 -2.04 -0.55  0.4645
6 O -0.69 0.00 0.70  -0.9538
7 O -0.43 1.98 -0.26  -0.9372
8 H -1.13 2.32 0.30  0.4720
9 O 5.27 -0.88 -0.21  -0.9354
10 H 0.05 0.34 0.17  0.4848
11 O -3.39 -1.49 -0.34  -0.9394
12 H 4.37 -0.62 -0.41  0.4678

SMILES ... O.O.O.O
DFT total energy ... -305.7067 Eh
Energy relative to the best compared isomer or geometry (same formula, charge and spin) ... 45.5 kcal per mole
Orbital gap ... 11.120 eV
HOMO ... -0.3907 hartree
Max |F| ... 3.17 eV/Å

=====

# 7
# H8O4

4 unconnected molecules or ions with the total composition H8O4 at a distorted geometry (ωB97M-V/def2-TZVPD, the Open Molecules 2025 dataset).

Last column: natural (NBO) charge in e.
Cartesian coordinates (Å):
1 O 0.23 -0.96 0.63  -0.9697
2 H -2.60 0.30 -0.08  0.4566
3 H -2.45 1.47 0.73  0.4797
4 O 1.96 0.95 1.59  -0.9547
5 H -0.29 -0.24 0.40  0.4973
6 H 1.70 1.72 1.14  0.4592
7 H -0.10 -1.78 0.48  0.4810
8 O 0.39 -0.71 -2.27  -0.9343
9 H 1.12 -1.32 -2.34  0.4656
10 H 0.32 -0.50 -1.40  0.4604
11 O -1.97 0.87 0.07  -0.9277
12 H 1.71 0.19 1.05  0.4866

SMILES ... O.O.O.O
DFT total energy ... -305.7164 Eh
Energy relative to the best compared isomer or geometry (same formula, charge and spin) ... 39.4 kcal per mole
Orbital gap ... 11.259 eV
HOMO ... -0.4015 hartree
Max |F| ... 7.81 eV/Å

=====

# 8
# H8O4

4 unconnected molecules or ions with the total composition H8O4 at a distorted geometry (ωB97M-V/def2-TZVPD, the Open Molecules 2025 dataset).

Last column: natural (NBO) charge in e.
Cartesian coordinates (Å):
1 O 0.05 -0.14 -2.56  -0.9511
2 H -0.06 0.01 1.97  0.4674
3 H -1.27 -0.50 -0.97  0.4744
4 O 0.93 -0.33 0.24  -0.9559
5 H 0.22 0.46 -3.27  0.4767
6 H 0.13 0.05 3.40  0.4600
7 H 0.90 -0.35 -2.16  0.4767
8 O -0.07 0.63 2.69  -0.9366
9 H 0.93 0.57 -0.06  0.4866
10 O -1.87 0.06 -0.52  -0.9290
11 H -1.57 -0.14 0.38  0.4524
12 H 1.66 -0.32 0.86  0.4784

SMILES ... O.O.O.O
DFT total energy ... -305.7398 Eh
Energy relative to the best compared isomer or geometry (same formula, charge and spin) ... 24.7 kcal per mole
Orbital gap ... 11.099 eV
HOMO ... -0.3948 hartree
Max |F| ... 2.29 eV/Å

=====

# 9
# H8P4Si

A single H8P4Si molecule at a distorted geometry (ωB97M-V/def2-TZVPD, the Open Molecules 2025 dataset).

Last column: natural (NBO) charge in e.
Cartesian coordinates (Å):
1 P 1.17 -0.69 1.93  -0.1895
2 P -1.87 1.06 0.82  -0.1380
3 H 1.70 -1.97 1.54  0.0201
4 P -0.21 -1.75 -1.45  -0.0881
5 H -1.80 2.41 0.64  0.0038
6 H -0.76 -0.84 -2.23  -0.0173
7 H -2.61 1.02 -0.47  0.0201
8 H 1.65 2.05 -0.10  -0.0012
9 Si 0.12 0.03 -0.04  0.4562
10 H -0.09 -1.08 2.60  0.0277
11 H -1.39 -2.26 -1.02  0.0017
12 P 1.50 1.39 -1.27  -0.0983
13 H 2.60 0.63 -0.96  0.0029

SMILES ... P[Si](P)(P)P
DFT total energy ... -1659.6299 Eh
Energy relative to the best compared isomer or geometry (same formula, charge and spin) ... 0.0 kcal per mole
Orbital gap ... 9.596 eV
HOMO ... -0.3324 hartree
Max |F| ... 2.68 eV/Å

=====

# 10
# H9LiO5

A molecular structure, H9LiO5 at a distorted geometry (ωB97M-V/def2-TZVPD, the Open Molecules 2025 dataset).

Last column: natural (NBO) charge in e.
Cartesian coordinates (Å):
1 O 29.56 46.60 22.81  -0.9702
2 H 32.32 44.63 22.56  0.4036
3 H 32.64 42.42 25.03  0.4820
4 O 32.47 42.29 24.10  -0.9784
5 O 31.42 44.68 22.13  -1.3231
6 H 28.88 46.33 23.34  0.4300
7 H 29.26 41.34 23.09  0.4643
8 H 30.02 43.43 26.06  0.4831
9 H 33.32 42.56 23.58  0.5132
10 H 29.71 44.60 25.35  0.5013
11 O 29.18 42.11 22.41  -0.9201
12 H 28.39 42.48 22.90  0.4768
13 H 30.08 45.83 22.60  0.5114
14 O 29.83 43.63 25.13  -0.9672
15 Li 30.73 43.22 23.38  0.8933

DFT total energy ... -389.1376 Eh
Energy relative to the best compared isomer or geometry (same formula, charge and spin) ... 11.8 kcal per mole
Orbital gap ... 6.921 eV
HOMO ... -0.2814 hartree
Max |F| ... 3.95 eV/Å

=====

# 11
# H9N3Si2

2 unconnected molecules or ions with the total composition H9N3Si2 at a distorted geometry (ωB97M-V/def2-TZVPD, the Open Molecules 2025 dataset).

Last column: natural (NBO) charge in e.
Cartesian coordinates (Å):
1 H 3.36 1.55 -0.31  -0.2109
2 H -3.50 0.11 0.95  0.3842
3 H 1.90 0.35 -1.90  -0.2016
4 H -0.83 -1.05 1.14  0.3850
5 H -0.17 -1.12 -0.31  0.3907
6 Si 2.92 0.26 -0.83  0.9013
7 N -1.02 -1.02 0.19  -1.2578
8 H -1.93 0.49 -1.94  -0.2196
9 H -3.32 1.62 0.67  0.3767
10 H 2.16 -0.19 1.25  0.3650
11 N -3.11 0.77 0.36  -1.2862
12 Si -1.63 0.48 -0.43  1.2352
13 H 3.00 -1.48 0.65  0.3838
14 N 2.20 -0.76 0.50  -1.2458

DFT total energy ... -748.5601 Eh
Energy relative to the best compared isomer or geometry (same formula, charge and spin) ... 103.6 kcal per mole
Orbital gap (spin up / spin down) ... 8.034 / 5.755 eV
HOMO (spin up / spin down) ... -0.2946 / -0.2427 hartree
Max |F| ... 5.35 eV/Å

=====

# 12
# H9N3Si2

2 unconnected molecules or ions with the total composition H9N3Si2 at a distorted geometry (ωB97M-V/def2-TZVPD, the Open Molecules 2025 dataset).

Last column: natural (NBO) charge in e.
Cartesian coordinates (Å):
1 H -1.78 -1.46 -0.11  -0.2309
2 H -3.97 -0.55 0.26  -0.1754
3 H -0.72 1.19 -0.34  0.4242
4 H -2.14 1.06 -1.25  0.3779
5 H 1.12 2.20 0.72  0.3763
6 H -2.11 -0.04 1.91  -0.2046
7 N -1.74 0.98 -0.29  -1.3391
8 H 2.89 -1.97 -0.73  0.4166
9 N 2.20 -1.14 -0.76  -1.2580
10 H 3.11 -0.49 1.49  -0.1902
11 N 1.19 1.34 0.07  -0.8708
12 Si 2.30 0.15 0.34  1.1586
13 Si -2.44 -0.35 0.41  1.1262
14 H 2.10 -0.90 -1.71  0.3891

DFT total energy ... -748.4849 Eh
Energy relative to the best compared isomer or geometry (same formula, charge and spin) ... 37.3 kcal per mole
Multiplicity ... 3
Orbital gap (spin up / spin down) ... 6.317 / 6.560 eV
HOMO (spin up / spin down) ... -0.2069 / -0.3486 hartree
Max |F| ... 6.40 eV/Å